No. 1
14
Properties=species:S:1:pos:R:3 method="wB97M-V/def2-TZVPD" total_charge=0 multiplicity=1 orbital_gap_ev=10.2 smiles="O=CO.CCS" homo_energy_ev=-9.433
O -0.94306 1.73798 0.53621
C -1.22110 1.48296 1.67166
O -1.24618 0.25506 2.20002
H -1.45915 2.22094 2.43978
H -0.96917 -0.35876 1.49423
C 1.63743 -0.25263 -0.65223
C 0.35478 -0.66435 -1.38214
S -0.60555 -1.91549 -0.51668
H 1.39837 0.29786 0.25079
H 2.25140 -1.13503 -0.44881
H 2.23566 0.37670 -1.31440
H 0.57411 -1.03254 -2.38377
H -0.23987 0.24539 -1.46891
H -1.76767 -1.25809 -0.42575


No. 2
77
Properties=species:S:1:pos:R:3 method="wB97M-V/def2-TZVPD" total_charge=+1 multiplicity=1 orbital_gap_ev=5.8 homo_energy_ev=-10.370
C -5.12151 -4.02783 1.83952
C -4.26371 -2.79950 2.14105
C -3.19946 -2.53487 1.07328
C -1.88990 -3.29149 1.31403
N -0.81416 -2.61384 1.52941
C 0.42802 -3.38022 1.63462
C 0.21813 -4.73332 2.27085
C -0.82472 -5.49004 1.48960
N -1.97774 -4.64648 1.28751
C -3.18666 -5.35086 0.85247
C -4.32227 -5.32204 1.87421
H -5.93527 -4.09601 2.56872
H -5.58479 -3.91783 0.85029
H -4.91497 -1.91953 2.19570
H -3.80273 -2.90699 3.13338
H -3.58288 -2.80339 0.08008
H -2.94225 -1.46783 1.06018
H 0.86967 -3.54095 0.62889
H 1.10977 -2.75980 2.22865
H 1.14398 -5.30934 2.28180
H -0.11900 -4.60306 3.30415
H -0.41949 -5.79754 0.51210
H -1.13572 -6.39915 2.01440
H -3.53168 -4.93932 -0.11023
H -2.89398 -6.39533 0.67770
H -3.91939 -5.48627 2.88366
H -4.97828 -6.17369 1.65727
C 2.16565 5.67348 -2.56668
N 1.72640 4.32572 -2.29276
C 1.45411 3.45449 -3.30852
O 1.51399 3.71380 -4.50775
C 1.05822 2.12507 -2.67038
C 2.02871 0.99158 -3.01758
C 2.07467 0.70884 -4.50418
C 3.26773 0.88416 -5.21142
C 3.29712 0.67395 -6.59138
C 2.13753 0.26858 -7.26516
C 0.94768 0.08139 -6.55182
C 0.91428 0.29955 -5.16962
N 1.04001 2.45666 -1.24212
C 0.66642 1.54977 -0.32173
C 0.64698 1.80117 1.04686
C 0.25041 0.90947 2.04098
C 0.25621 1.22454 3.44853
C -0.12958 0.24824 4.41365
C -0.12666 0.53439 5.77743
C 0.25481 1.80547 6.23889
C 0.63655 2.78721 5.31423
C 0.63901 2.50874 3.94762
C 1.46914 3.83851 -0.94539
C 2.76893 3.89725 -0.12468
C 0.36546 4.68640 -0.29196
H 2.30459 5.78784 -3.64575
H 1.42105 6.39757 -2.21400
H 3.11249 5.87524 -2.05195
H 0.03878 1.85973 -3.00625
H 3.03439 1.26755 -2.65400
H 1.69571 0.09813 -2.46354
H 4.15947 1.21573 -4.67030
H 4.22365 0.84101 -7.13857
H 2.16402 0.10133 -8.34257
H 0.03783 -0.22004 -7.07009
H -0.01449 0.17145 -4.60519
H 0.36374 0.57402 -0.71871
H 0.97747 2.78548 1.36213
H -0.08506 -0.08848 1.73896
H -0.43137 -0.74027 4.05213
H -0.42264 -0.23034 6.49592
H 0.25424 2.02967 7.30485
H 0.93359 3.77884 5.66136
H 0.93645 3.29595 3.24656
H 3.57308 3.38251 -0.66914
H 3.05444 4.94573 0.03345
H 2.65877 3.42268 0.85194
H -0.50849 4.72184 -0.95633
H 0.05126 4.27755 0.66954
H 0.73429 5.70743 -0.12875


No. 3
17
Properties=species:S:1:pos:R:3 method="wB97M-V/def2-TZVPD" total_charge=0 multiplicity=1 orbital_gap_ev=9.6 homo_energy_ev=-8.720
H -0.67215 -2.22290 2.29272
N 0.00516 -1.73700 1.60977
C -0.23866 -0.49012 1.48104
N -0.79805 0.36859 2.19507
N 0.53135 0.15284 0.38809
C 0.64924 -0.81789 -0.83009
C 0.24923 0.02526 -1.88837
C -0.11299 1.39419 -1.30043
O -0.47477 1.03558 -0.04401
H -0.69831 0.00131 3.18389
H -1.15090 1.20677 1.65345
H 1.83472 -0.99895 -0.48666
H 0.18385 -1.68893 -0.51366
H -0.64922 -0.38675 -2.51528
H 1.15574 0.34240 -2.36704
H -0.79792 2.17042 -1.70508
H 0.98366 1.64519 -1.15343


No. 4
20
Properties=species:S:1:pos:R:3 method="wB97M-V/def2-TZVPD" total_charge=0 multiplicity=1 orbital_gap_ev=9.0 smiles="C[C@@H](N=O)[C@H]1OC1(C)C" homo_energy_ev=-8.853
C 1.03122 -2.30972 1.28214
C 0.78749 -1.42658 0.05793
N -0.15924 -1.89561 -0.94676
O -0.98897 -2.77817 -0.66187
C -0.21325 -0.01319 0.58549
O 0.51367 1.07991 0.95434
C -0.35320 1.20990 -0.21778
C -1.64174 1.92710 0.04588
C 0.52889 1.54743 -1.44648
H 1.92979 -2.84848 0.97267
H 0.09994 -2.77574 1.46327
H 1.32355 -1.53076 2.06018
H 1.50045 -0.94637 -0.47404
H -1.00531 -0.32578 1.27181
H -1.75996 1.94784 1.13447
H -2.26927 1.30900 -0.60446
H -1.57161 2.90530 -0.25568
H 0.88938 2.53738 -1.33746
H -0.08983 1.43700 -2.41940
H 1.44801 0.94953 -1.46424


No. 5
9
Properties=species:S:1:pos:R:3 method="wB97M-V/def2-TZVPD" total_charge=+1 multiplicity=1 orbital_gap_ev=7.6 homo_energy_ev=-15.535
C 1.95315 -0.53332 -0.65703
C -1.48500 -0.06695 0.71554
N 1.23630 0.26568 -0.14423
N -1.47286 0.33604 -0.40145
O 2.65665 -1.38401 -0.90309
O -1.50209 0.53701 -1.52896
H -0.41988 -0.18946 1.12620
H -2.33855 -0.05691 1.41239
H 1.37227 1.09192 0.38064


No. 6
56
Properties=species:S:1:pos:R:3 method="wB97M-V/def2-TZVPD" total_charge=0 multiplicity=1 orbital_gap_ev=6.0 homo_energy_ev=-5.348
C 3.28764 2.95069 0.33096
C 2.29624 1.96960 -0.25341
O 2.43907 0.75791 -0.54412
N 1.10007 2.62978 -0.47210
C 1.11897 3.75279 0.51977
O 0.16637 4.32009 0.98186
O 2.38567 3.94180 0.88115
H 3.88943 2.56555 1.13197
H 3.91820 3.43093 -0.42125
C -4.11173 -0.47520 0.52742
O -2.76256 -0.91631 0.75301
C -2.41019 -1.26129 2.01936
C -3.02952 -0.77388 3.18365
C -2.44841 -1.02763 4.42366
C -1.29269 -1.79630 4.53385
C -0.69251 -2.31468 3.37077
O 0.54556 -2.86630 3.28910
C 1.37223 -2.91391 4.47365
C -1.31015 -2.11527 2.13841
N -0.64331 -2.60033 0.95753
C -0.26781 -1.80394 -0.09629
C -0.03407 -0.33922 -0.00008
C -0.06418 0.40480 -1.23820
C 0.31921 1.74990 -1.34775
C 0.49225 2.32864 -2.67557
C 1.27162 3.48802 -2.92856
C 1.58501 3.96514 -4.20297
C 1.03296 3.29735 -5.31827
C 0.23291 2.13551 -5.15231
C -0.01256 1.68091 -3.83910
O 0.18627 0.17619 1.10335
N 0.28382 -2.65365 -1.01151
C 0.90337 -2.27048 -2.27590
C 0.17183 -3.96802 -0.56830
C -0.35965 -3.92493 0.65325
H -4.25481 -0.53502 -0.54953
H -4.82801 -1.13325 1.03894
H -4.25315 0.55849 0.87158
H -3.93553 -0.17664 3.09449
H -2.91495 -0.61501 5.32011
H -0.82415 -1.96756 5.49870
H 2.29174 -3.39407 4.13727
H 1.58944 -1.90350 4.85279
H 0.89386 -3.51699 5.25982
H -0.55802 -0.13069 -2.06434
H -0.04798 2.30643 -0.18256
H 1.62504 4.07039 -2.10734
H 2.22622 4.82811 -4.33615
H 1.19907 3.68102 -6.35354
H -0.20331 1.59599 -6.02217
H -0.68898 0.82216 -3.76772
H 1.49365 -3.12478 -2.64832
H 0.14252 -2.00925 -3.03355
H 1.56528 -1.39682 -2.15315
H 0.51850 -4.80458 -1.15918
H -0.59578 -4.67868 1.37682


What LUMO energy values result from the calculations? In sequence: 0.7874 -4.5350 0.8973 0.1425 -7.9132 0.6925 eV.